Record 1
{
  "formula": "C3H3BrFNO",
  "method": "ωB97M-V with the def2-TZVPD basis set",
  "de_lowest_kj_mol": 266.2,
  "orbital_gap_ev": [9.25, 5.44],
  "charge": 0,
  "elements": ["H", "Br", "N", "H", "H", "O", "F", "C", "C", "C"],
  "xyz": [[2.15863, -0.41752, 0.45849], [-1.62651, 3.00150, 0.53718], [1.11627, -0.38954, 0.29967], [0.63541, -0.83941, -1.70012], [0.52335, 0.83434, -1.56055], [-0.27346, -0.84514, 2.23652], [-2.06100, -0.34145, -0.43961], [0.00165, -0.65101, 1.11268], [0.36043, -0.06401, -0.91927], [-0.83475, -0.28779, -0.02499]],
  "forces_ev_per_angstrom": [[-2.0228, 0.0832, -0.0966], [0.1863, -0.4450, -0.0460], [2.1173, 0.2541, 0.8630], [-1.0424, 0.1726, 0.7679], [-0.1971, 0.2181, 1.5636], [0.5200, -1.0575, 2.3061], [-0.4827, -0.5160, 0.5699], [-0.2230, 1.3222, -1.3133], [1.0552, -1.4434, -1.7896], [0.0892, 1.4118, -2.8252]],
  "lowdin_charge": [0.178, 0.001, 0.072, 0.128, 0.122, 0.138, 0.134, -0.476, -0.114, -0.183]
}



Record 2
{
  "formula": "C3H3BrO",
  "method": "ωB97M-V with the def2-TZVPD basis set",
  "smiles": "CC(Br)=C=O",
  "de_lowest_kj_mol": 68.1,
  "orbital_gap_ev": 8.54,
  "charge": 0,
  "elements": ["C", "C", "O", "C", "H", "Br", "H", "H"],
  "xyz": [[-0.49928, -0.07141, -0.00830], [0.87209, 0.59323, 0.01051], [-1.30336, -2.45508, -0.02207], [-0.87345, -1.34875, 0.03775], [1.47657, 0.55265, -0.94859], [-1.96372, 1.16740, 0.06578], [0.65497, 1.61140, 0.33155], [1.63616, -0.04945, 0.53336]],
  "forces_ev_per_angstrom": [[0.0616, -0.6251, -0.0057], [1.1954, -1.9674, -1.0250], [1.1938, 2.4404, 0.3600], [-0.8282, -0.9757, -0.5880], [-1.5440, 0.6382, 0.2470], [0.0291, -0.4079, -0.0789], [0.9524, -0.1823, 0.2922], [-1.0602, 1.0798, 0.7984]],
  "lowdin_charge": [-0.711, -0.149, 0.148, -0.233, 0.087, 0.728, 0.041, 0.088]
}



Record 3
{
  "formula": "C3H3BrO",
  "method": "ωB97M-V with the def2-TZVPD basis set",
  "smiles": "C=CC(=O)Br",
  "de_lowest_kj_mol": 22.8,
  "orbital_gap_ev": 10.60,
  "charge": 0,
  "elements": ["Br", "H", "H", "H", "C", "C", "C", "O"],
  "xyz": [[3.94124, -0.29786, -0.02354], [0.86432, -1.21078, 0.40576], [-1.22226, -0.06505, -0.03792], [-0.30561, 1.48557, -0.17236], [2.31009, 0.62511, 0.05346], [-0.27131, 0.42175, -0.11842], [0.88417, -0.22276, 0.09967], [2.23541, 1.81311, 0.00774]],
  "forces_ev_per_angstrom": [[0.4383, -0.5357, 0.0600], [0.4779, -1.9778, 0.1640], [-0.2114, -0.4452, -0.0472], [0.1555, 0.6431, -0.5707], [-4.1533, 0.1786, -0.1074], [1.4231, -0.3028, 0.8631], [1.2439, 3.0187, -0.4316], [0.6260, -0.5790, 0.0697]],
  "lowdin_charge": [0.755, 0.050, 0.058, 0.058, -0.852, 0.029, -0.103, 0.005]
}



no.,F_max (eV/A)
1,3.16
2,2.74
3,4.16